# 1
Formula: C4H5NO2
Source: OMol25
Level of theory: ωB97M-V with the def2-TZVPD basis set

Geometry (Å):
C: 0.3588 -0.1093 0.5282
C: -1.0800 0.5800 0.4352
C: -1.6031 0.1411 -0.7701
C: 0.3427 -0.7884 -0.9771
H: 2.0609 0.3365 1.8321
H: 2.0831 0.0821 -0.0948
H: 0.0315 -0.9780 1.3279
H: -1.5806 1.0250 1.3162
H: -2.4659 0.7189 -1.0394
N: 1.3662 0.6813 0.6586
O: -0.7038 -0.2857 -1.7538
O: 1.1901 -1.4034 -1.4630

Results
Highest occupied orbital energy: -9.3 eV
Spin multiplicity: 1
Relative energy (zero: lowest compared OMol25 entry of this formula, charge and spin): 5.2459 eV
Molar mass: 99.089 g mol⁻¹
Largest force on an atom: 11.7 eV/A
DFT total energy: -9809.0689 eV
HOMO-LUMO gap: 9.42 eV

# 2
Formula: C4H5NO2
Source: OMol25
Level of theory: ωB97M-V with the def2-TZVPD basis set

Geometry (Å):
C: 1.1504 -1.1565 0.6533
C: 0.1706 -0.2426 0.0053
C: -0.8108 -0.5446 -0.8554
O: -1.4677 0.5987 -1.2521
C: -1.0844 1.5943 -0.4061
O: -1.7533 2.5663 -0.2068
N: 0.0778 1.1394 0.2150
H: 1.9674 -1.3653 -0.0419
H: 1.5791 -0.7658 1.5816
H: 0.6605 -2.1075 0.8841
H: -1.3321 -1.4506 -1.0969
H: 0.8233 1.7415 0.5284

Results
Highest occupied orbital energy: -8.6 eV
Spin multiplicity: 1
Relative energy (zero: lowest compared OMol25 entry of this formula, charge and spin): 0.4552 eV
Molar mass: 99.089 g mol⁻¹
Structure (SMILES): Cc1coc(=O)[nH]1
Largest force on an atom: 0.8 eV/A
DFT total energy: -9813.8596 eV
HOMO-LUMO gap: 9.28 eV

# 3
Formula: C4H5NO2
Source: OMol25
Level of theory: ωB97M-V with the def2-TZVPD basis set

Geometry (Å):
O: 2.3236 -0.3996 -1.0517
C: 1.0603 0.2011 -1.2128
C: 0.1419 -0.0982 -0.0531
N: 0.1991 -1.5159 0.3144
O: -0.4861 -1.8589 1.2406
C: -1.7836 0.9558 1.2966
C: -0.7539 0.6249 0.5732
H: 2.1640 -1.3390 -0.8804
H: 1.2205 1.2759 -1.3223
H: 0.5670 -0.1561 -2.1316
H: -1.6974 1.3146 2.3180
H: -2.7773 0.8392 0.8703

Results
Highest occupied orbital energy: -9.3 eV
Spin multiplicity: 1
Relative energy (zero: lowest compared OMol25 entry of this formula, charge and spin): 4.7784 eV
Molar mass: 99.089 g mol⁻¹
Structure (SMILES): C=C=C(CO)N=O
Largest force on an atom: 0.6 eV/A
DFT total energy: -9809.5364 eV
HOMO-LUMO gap: 8.67 eV

# 4
Formula: C4H5NO2
Source: OMol25
Level of theory: ωB97M-V with the def2-TZVPD basis set

Geometry (Å):
O: 2.1484 1.2074 -0.0937
C: 1.9936 0.1118 0.5940
C: 0.9081 -0.7166 0.0128
O: 1.2129 -1.6189 -0.7450
N: -0.3534 -0.4984 0.5397
C: -1.5279 -0.7458 -0.2414
C: -1.1701 0.6394 0.1706
H: 2.9792 1.4913 0.3732
H: -2.3226 -1.2606 0.2792
H: -1.3772 -1.0342 -1.2775
H: -0.7914 1.3009 -0.5992
H: -1.6997 1.1239 0.9874

Results
Highest occupied orbital energy: -9.0 eV
Spin multiplicity: 1
Relative energy (zero: lowest compared OMol25 entry of this formula, charge and spin): 4.2418 eV
Molar mass: 99.089 g mol⁻¹
Largest force on an atom: 2.2 eV/A
DFT total energy: -9810.0730 eV
HOMO-LUMO gap: 9.53 eV

# 5
Formula: C4H5NO2
Source: OMol25
Level of theory: ωB97M-V with the def2-TZVPD basis set

Geometry (Å):
O: 2.4770 0.1416 1.9636
C: 2.1677 0.2498 0.8058
C: 0.7567 0.0443 0.3327
O: 0.4415 0.6013 -0.8658
N: -0.1129 -0.6366 0.9531
C: -1.2809 -0.6716 0.0694
C: -0.9819 0.3948 -1.0000
H: 2.8996 0.4882 0.0084
H: -2.1996 -0.4749 0.6279
H: -1.3526 -1.6847 -0.3450
H: -1.1962 0.0838 -2.0242
H: -1.4795 1.3500 -0.7927

Results
Highest occupied orbital energy: -10.0 eV
Spin multiplicity: 1
Relative energy (zero: lowest compared OMol25 entry of this formula, charge and spin): 1.3757 eV
Molar mass: 99.089 g mol⁻¹
Structure (SMILES): O=CC1=NCCO1
Largest force on an atom: 0.6 eV/A
DFT total energy: -9812.9391 eV
HOMO-LUMO gap: 10.04 eV

# 6
Formula: C4H5NO2
Source: OMol25
Level of theory: ωB97M-V with the def2-TZVPD basis set

Geometry (Å):
C: 0.7898 0.2700 -0.6700
C: 0.0919 -0.0756 0.6533
C: 0.8791 -0.1568 1.7784
C: -1.3378 -0.3583 0.8574
H: 0.1513 0.4995 -2.5449
H: -1.2032 0.5141 -1.2686
H: 1.8925 -0.0382 1.6062
H: 0.3648 -0.4192 2.6976
H: -1.7650 -0.1562 1.9504
N: -0.1394 0.4486 -1.5752
O: 2.0008 0.4481 -0.8170
O: -2.1262 -0.6500 -0.0741

Results
Highest occupied orbital energy: -10.1 eV
Spin multiplicity: 1
Relative energy (zero: lowest compared OMol25 entry of this formula, charge and spin): 1.4237 eV
Molar mass: 99.089 g mol⁻¹
Structure (SMILES): C=C(C=O)C(N)=O
Largest force on an atom: 4.2 eV/A
DFT total energy: -9812.8911 eV
HOMO-LUMO gap: 9.60 eV

# 7
Formula: C4H5NO2
Source: OMol25
Level of theory: ωB97M-V with the def2-TZVPD basis set

Geometry (Å):
O: 1.6817 1.3346 -0.2367
C: 1.7009 0.1294 -0.1714
C: 0.8088 -0.6858 0.7679
O: 1.3477 -1.4829 1.4898
N: -0.5939 -0.5741 0.6686
C: -1.0398 -0.2773 -0.7101
C: -1.2458 0.7069 0.3601
H: 2.3913 -0.4902 -0.7770
H: -1.8134 -0.9529 -1.0510
H: -0.2941 -0.0210 -1.4628
H: -0.6410 1.6095 0.3417
H: -2.2274 0.7979 0.8152

Results
Highest occupied orbital energy: -9.7 eV
Spin multiplicity: 1
Relative energy (zero: lowest compared OMol25 entry of this formula, charge and spin): 2.4544 eV
Molar mass: 99.089 g mol⁻¹
Structure (SMILES): O=CC(=O)N1CC1
Largest force on an atom: 0.5 eV/A
DFT total energy: -9811.8604 eV
HOMO-LUMO gap: 9.73 eV

# 8
Formula: C4H5NO2
Source: OMol25
Level of theory: ωB97M-V with the def2-TZVPD basis set

Geometry (Å):
C: 1.6221 -0.6000 0.3408
C: 1.0981 0.5919 -0.3309
C: -1.3518 0.4470 0.4387
C: -1.1484 -0.2572 -0.8139
H: 2.6344 -0.4779 0.8915
H: -1.9664 1.3969 0.8776
H: -1.0700 -0.1063 1.3313
H: -0.7953 -1.2634 -0.5768
H: -1.7807 -0.2497 -1.7063
N: -0.3062 0.7645 -0.5085
O: 1.0141 -1.6471 0.6633
O: 2.0502 1.4013 -0.6068

Results
Highest occupied orbital energy: -9.8 eV
Spin multiplicity: 1
Relative energy (zero: lowest compared OMol25 entry of this formula, charge and spin): 3.8725 eV
Molar mass: 99.089 g mol⁻¹
Structure (SMILES): O=CC(=O)N1CC1
Largest force on an atom: 6.0 eV/A
DFT total energy: -9810.4423 eV
HOMO-LUMO gap: 8.56 eV

# 9
Formula: C4H5NO2
Source: OMol25
Level of theory: ωB97M-V with the def2-TZVPD basis set

Geometry (Å):
N: 0.4761 1.8829 -1.2219
C: 0.3211 0.6696 -0.5552
C: -0.7933 0.0204 -0.1157
C: -0.3154 -1.1474 0.5570
O: -1.0937 -2.0057 1.2692
C: 1.0277 -1.1832 0.4263
O: 1.4281 -0.0623 -0.2960
H: 1.2674 2.4437 -0.9304
H: -0.3644 2.4488 -1.2279
H: -1.8348 0.2466 -0.2899
H: -1.9020 -1.5229 1.4841
H: 1.7831 -1.7905 0.9004

Results
Highest occupied orbital energy: -7.7 eV
Spin multiplicity: 1
Relative energy (zero: lowest compared OMol25 entry of this formula, charge and spin): 1.2309 eV
Molar mass: 99.089 g mol⁻¹
Structure (SMILES): Nc1cc(O)co1
Largest force on an atom: 0.5 eV/A
DFT total energy: -9813.0839 eV
HOMO-LUMO gap: 8.53 eV

# 10
Formula: C4H5NO2
Source: OMol25
Level of theory: ωB97M-V with the def2-TZVPD basis set

Geometry (Å):
C: 1.9198 0.2085 0.0171
C: -0.3301 -0.3832 -0.0023
C: -1.4853 -1.2099 -0.0114
C: -0.8440 0.8836 -0.0222
H: 2.9085 -0.2642 0.0589
H: 1.7819 0.8477 0.9048
H: 1.8319 0.8389 -0.8888
H: -1.5178 -2.2883 -0.0062
H: -0.4301 1.8907 -0.0489
N: -2.5863 -0.5043 0.0184
O: 0.9453 -0.8295 -0.0216
O: -2.1938 0.8101 0.0024

Results
Highest occupied orbital energy: -9.2 eV
Spin multiplicity: 1
Relative energy (zero: lowest compared OMol25 entry of this formula, charge and spin): 2.5640 eV
Molar mass: 99.089 g mol⁻¹
Structure (SMILES): COc1cnoc1
Largest force on an atom: 0.8 eV/A
DFT total energy: -9811.7508 eV
HOMO-LUMO gap: 9.99 eV

# 11
Formula: C4H5NO2
Source: OMol25
Level of theory: ωB97M-V with the def2-TZVPD basis set

Geometry (Å):
C: -0.8931 0.2021 1.2743
C: 1.0561 -0.2679 -0.0232
N: 0.9602 -1.2334 -0.9823
O: -0.4696 -1.0311 1.2586
C: -0.3362 0.8388 -0.2251
C: -0.6581 1.5234 -1.1862
O: 1.9842 0.1633 0.5706
H: 0.0155 -1.5701 -1.1127
H: 1.6086 -1.9925 -0.8001
H: -1.9787 0.3792 1.3334
H: -0.3541 0.9042 1.9407
H: -0.9348 2.0840 -2.0480

Results
Highest occupied orbital energy (spin up / spin down): -9.0 / -9.0 eV
Spin multiplicity: 1
Relative energy (zero: lowest compared OMol25 entry of this formula, charge and spin): 5.4440 eV
Molar mass: 99.089 g mol⁻¹
Largest force on an atom: 1.7 eV/A
DFT total energy: -9808.8708 eV
HOMO-LUMO gap (spin up / spin down): 7.61 / 7.61 eV

# 12
Formula: C4H5NO2
Source: OMol25
Level of theory: ωB97M-V with the def2-TZVPD basis set

Geometry (Å):
N: 0.4111 -1.9828 -0.8395
C: -0.5727 -1.2278 -0.4346
C: -0.3102 2.3113 -0.1981
C: 0.2895 1.2124 0.2258
O: -0.2419 0.4570 1.2587
C: -0.4927 -0.8554 0.9942
O: -0.7776 -1.6134 1.8890
H: 0.3772 -2.3999 -1.7634
H: 1.1791 -2.3089 -0.2526
H: 0.1441 2.9277 -0.9662
H: -1.2604 2.6059 0.2343
H: 1.2544 0.8740 -0.1477

Results
Highest occupied orbital energy: -9.0 eV
Spin multiplicity: 1
Relative energy (zero: lowest compared OMol25 entry of this formula, charge and spin): 2.9586 eV
Molar mass: 99.089 g mol⁻¹
Largest force on an atom: 0.5 eV/A
DFT total energy: -9811.3562 eV
HOMO-LUMO gap: 9.54 eV